73
Properties=species:S:1:pos:R:3 method="wB97M-V/def2-TZVPD" relative_energy_kcal_mol=13.0 total_charge=-2 homo_ev=-1.3 energy_ev=-72328.3489
C 5.90 -1.21 -0.74
C 0.48 -3.81 5.01
H -3.03 -2.19 5.07
C -0.30 1.41 -5.23
C -0.42 -4.16 6.00
H -2.40 -3.84 6.80
C -0.78 1.81 -6.49
S 0.23 2.69 2.33
H 3.74 -0.94 -3.34
H 0.00 3.95 4.58
H -2.30 -0.84 3.06
H -3.23 3.80 2.01
C 0.13 -2.89 4.02
S 0.13 2.59 -4.01
O -0.65 -0.81 -2.85
H -1.57 4.06 6.49
H -1.61 6.00 4.91
H -0.14 -4.87 6.76
H 1.47 -4.23 4.98
C -1.89 3.92 5.45
H -1.38 -1.19 -7.97
H -0.86 2.87 -6.68
C -3.39 0.52 -2.28
N -2.24 2.16 3.37
H 2.07 -3.21 0.39
C -3.16 0.92 0.07
N 0.66 -1.52 2.02
H -3.27 -2.29 -0.44
C 3.40 -1.89 -1.48
C -3.29 1.41 -1.22
O 1.49 -0.60 -3.44
C -2.95 1.85 1.22
C -3.27 3.30 1.04
H 2.38 -2.13 -1.75
N 3.16 -2.58 2.02
H -3.25 2.47 -1.41
C 0.26 -0.51 -3.67
N -3.16 -0.39 0.34
N -2.45 1.34 2.28
N 2.22 -3.06 2.91
H 6.91 -0.96 -0.42
C -0.52 -1.03 2.17
C -2.05 -2.66 5.06
C -0.61 -0.89 -5.98
N -1.44 -1.39 3.08
C -1.14 -2.31 4.06
C -0.21 0.02 -5.00
C -3.29 -1.23 -0.69
Cs 0.65 0.62 -0.97
H -0.55 -1.95 -5.75
H -3.43 -1.56 -2.80
H -2.54 3.77 0.39
H -3.25 5.62 5.44
H 6.13 -0.32 -2.68
C -1.06 2.68 3.49
H -1.53 1.26 -8.42
C -3.41 -0.83 -2.01
C -1.16 0.90 -7.46
H -2.69 5.11 3.83
C 4.18 -1.21 -2.39
C 3.91 -2.16 -0.21
H -4.26 3.43 0.60
H -2.71 3.20 5.45
H -3.41 0.88 -3.30
C -1.08 -0.47 -7.22
N 5.15 -1.83 0.16
C 2.98 -2.75 0.78
C -2.39 5.25 4.88
C 1.07 -2.48 2.95
C 5.47 -0.87 -2.02
N -0.80 3.34 4.70
H -0.92 -0.25 1.53
C -1.69 -3.58 6.02